Formula: C25H47Cl2NNdO2P2S2
Source: the OMol25 dataset
Level of theory: wB97M-V/def2-TZVPD

The geometry in XYZ format:
```
82
Properties=species:S:1:pos:R:3:lowdin_spin:R:1
Nd 0.527 0.403 -0.699 3.028
Cl 0.935 2.040 -2.633 -0.005
P 2.241 1.790 0.586 -0.003
C 1.819 3.537 0.304 0.001
C 2.321 1.468 2.345 0.000
C 3.827 1.502 -0.298 0.000
C 0.333 3.904 0.193 0.001
H 2.267 3.742 -0.681 0.000
C 2.479 4.406 1.361 0.000
H 1.896 4.425 2.290 0.000
H 2.515 5.438 0.981 0.000
H 3.504 4.110 1.597 0.000
H -0.057 3.719 -0.816 0.000
H 0.211 4.972 0.420 0.000
H -0.292 3.345 0.908 0.000
H 3.592 1.867 -1.315 0.000
C 4.282 0.041 -0.434 -0.001
C 4.938 2.359 0.292 0.000
H 4.837 3.410 0.011 0.000
H 5.902 2.006 -0.104 0.000
H 4.983 2.276 1.384 0.000
H 3.460 -0.679 -0.321 -0.001
H 5.062 -0.209 0.301 0.000
H 4.713 -0.104 -1.440 0.000
C 0.967 1.614 3.023 0.000
H 2.944 2.303 2.656 0.000
C 3.012 0.165 2.748 0.000
H 0.575 2.635 2.995 0.000
H 1.030 1.291 4.069 0.000
H 0.197 0.960 2.531 0.000
H 2.628 -0.706 2.201 0.000
H 2.828 -0.008 3.819 0.000
H 4.098 0.230 2.606 0.000
Cl 0.324 -1.367 1.089 -0.006
H 1.951 -0.358 -1.638 -0.010
P -0.953 -0.877 -2.369 -0.002
C -0.144 -0.964 -4.001 0.002
C -1.475 -2.511 -1.879 0.000
C -2.319 0.337 -2.544 -0.001
C 1.376 -1.192 -4.039 -0.001
H -0.324 0.043 -4.417 0.000
C -0.838 -2.003 -4.866 0.000
H -0.482 -3.016 -4.641 0.000
H -0.584 -1.799 -5.918 0.000
H -1.927 -1.988 -4.784 0.000
H 1.927 -0.269 -3.829 -0.001
H 1.654 -1.522 -5.052 0.000
H 1.701 -1.966 -3.333 0.000
H -1.793 1.213 -2.967 0.000
C -2.998 0.803 -1.266 0.001
C -3.357 -0.153 -3.537 0.000
H -2.995 -0.104 -4.567 0.000
H -4.240 0.499 -3.468 0.000
H -3.687 -1.175 -3.315 0.000
H -2.412 0.538 -0.342 0.000
H -3.998 0.370 -1.127 0.000
H -3.091 1.899 -1.259 0.000
C -0.289 -3.456 -1.658 0.001
H -2.007 -2.815 -2.778 0.000
C -2.456 -2.565 -0.710 0.000
H 0.122 -3.824 -2.607 0.000
H -0.628 -4.327 -1.081 0.000
H 0.521 -2.974 -1.092 0.000
H -2.054 -2.101 0.203 0.000
H -2.665 -3.619 -0.471 0.000
H -3.412 -2.088 -0.949 0.000
O -5.093 -2.019 1.096 0.000
S -4.792 -1.250 2.255 0.000
O -5.824 -0.519 2.902 0.000
N -3.747 -0.004 1.623 -0.002
C -2.522 0.121 2.045 0.000
S -1.625 1.391 1.398 -0.002
C -2.222 -0.947 3.073 0.000
C -1.053 -1.217 3.808 0.000
C -0.993 -2.279 4.723 0.000
C -2.103 -3.095 4.929 0.000
C -3.288 -2.849 4.214 0.000
C -3.325 -1.785 3.302 0.000
H -0.150 -0.623 3.694 0.000
H -0.071 -2.460 5.272 0.000
H -2.051 -3.914 5.638 0.000
H -4.164 -3.474 4.368 0.000
```

Computed properties:
- multiplicity = 4
- E_HOMO (spin up / spin down) (eV) = -4.44 / -4.50
- relative energy (zero: lowest compared OMol25 entry of this formula, charge and spin) (eV) = 2.9833
- orbital gap (spin up / spin down) (eV) = 6.873 / 6.933
- max |F| (eV/A) = 6.6
- charge = -1

=====

Formula: C40H77Cl28N11O11
Source: the OMol25 dataset
Level of theory: wB97M-V/def2-TZVPD

The geometry in XYZ format:
```
167
Properties=species:S:1:pos:R:3:lowdin_charge:R:1
C -2.397 -0.207 -5.795 -1.997
Cl -3.742 -0.836 -4.833 0.492
Cl -0.995 -1.369 -5.811 0.467
Cl -2.971 0.224 -7.352 0.573
Cl -1.849 1.274 -4.946 0.493
C 2.963 -3.238 -5.765 -1.976
Cl 2.805 -1.938 -7.009 0.513
Cl 4.611 -3.481 -5.169 0.552
Cl 1.944 -2.765 -4.366 0.440
Cl 2.275 -4.725 -6.436 0.525
C -5.007 3.329 -4.288 -1.937
Cl -4.788 2.938 -6.019 0.500
Cl -6.141 4.682 -4.082 0.525
Cl -5.702 1.863 -3.535 0.480
Cl -3.426 3.738 -3.463 0.539
C -6.113 -1.465 0.351 -1.983
Cl -6.721 -2.022 -1.253 0.500
Cl -6.680 0.172 0.688 0.550
Cl -6.686 -2.610 1.642 0.485
Cl -4.372 -1.617 0.330 0.556
C -2.616 -5.169 -5.023 -2.001
Cl -1.837 -4.372 -3.620 0.539
Cl -4.173 -4.429 -5.284 0.538
Cl -1.558 -5.034 -6.479 0.497
Cl -2.833 -6.863 -4.573 0.534
C 0.173 -0.571 -0.508 -1.939
Cl 1.310 -1.101 -1.755 0.519
Cl 0.003 -1.940 0.657 0.636
Cl 0.665 0.902 0.307 0.569
Cl -1.423 -0.278 -1.284 0.515
C 5.726 2.483 1.065 -1.963
Cl 6.501 1.159 1.956 0.514
Cl 6.768 2.880 -0.325 0.584
Cl 4.102 1.923 0.505 0.487
Cl 5.509 3.890 2.165 0.511
C 6.281 2.011 -4.039 -0.335
O 6.985 2.227 -3.075 -0.052
N 5.372 1.013 -4.246 -0.199
C 4.771 0.858 -5.545 -0.074
C 5.064 0.013 -3.256 -0.042
H 6.188 2.740 -4.879 0.135
H 5.091 -0.112 -5.940 0.073
H 5.206 1.648 -6.147 0.077
H 3.675 0.983 -5.595 0.083
H 4.264 0.429 -2.664 0.060
H 4.793 -0.915 -3.711 0.042
H 5.943 -0.042 -2.552 0.112
C 1.781 2.189 6.030 -0.379
O 1.064 2.955 6.653 -0.002
N 3.045 2.433 5.736 -0.199
C 3.789 1.571 4.837 -0.024
C 3.586 3.571 6.295 -0.077
H 1.391 1.279 5.564 0.126
H 3.139 0.767 4.632 0.068
H 4.710 1.275 5.355 0.102
H 4.076 2.027 3.873 0.048
H 3.135 3.817 7.303 0.119
H 4.622 3.474 6.507 0.080
H 3.430 4.438 5.635 0.108
C -2.907 -0.310 4.772 -0.336
O -2.622 -0.589 3.606 -0.042
N -3.941 0.403 5.211 -0.181
C -4.853 0.929 4.237 -0.050
C -4.074 0.928 6.563 -0.034
H -2.284 -0.696 5.652 0.152
H -4.666 2.015 4.174 0.093
H -5.897 0.683 4.495 0.102
H -4.605 0.582 3.211 0.077
H -5.086 0.763 6.947 0.094
H -3.351 0.412 7.162 0.082
H -4.038 1.972 6.682 0.070
C 5.010 -4.324 1.315 -0.256
O 5.786 -5.049 0.611 -0.059
N 4.442 -3.174 0.877 -0.197
C 3.528 -2.470 1.663 -0.088
C 4.642 -2.702 -0.480 -0.045
H 4.730 -4.678 2.325 0.146
H 3.222 -3.074 2.480 0.059
H 2.626 -2.200 1.149 0.036
H 4.041 -1.638 2.166 0.095
H 5.461 -3.273 -0.937 0.086
H 3.688 -2.902 -1.019 0.063
H 4.953 -1.607 -0.612 0.101
C -2.473 2.506 2.338 -0.337
O -3.464 3.125 1.989 -0.020
N -1.641 2.933 3.328 -0.180
C -0.413 2.274 3.659 -0.077
C -1.911 4.216 4.023 -0.012
H -2.133 1.532 1.913 0.131
H 0.363 2.880 3.194 0.085
H -0.407 1.252 3.290 0.075
H -0.240 2.286 4.752 0.064
H -1.897 3.957 5.123 0.108
H -1.146 4.888 3.771 0.047
H -2.880 4.701 3.728 0.104
C 2.381 -7.624 0.193 -0.400
O 3.114 -8.443 0.667 0.036
N 2.632 -6.936 -0.897 -0.172
C 1.755 -5.804 -1.192 -0.045
C 3.893 -7.075 -1.588 -0.018
H 1.465 -7.258 0.703 0.129
H 0.988 -5.593 -0.445 0.047
H 1.145 -5.960 -2.102 0.090
H 2.319 -4.877 -1.285 0.072
H 4.186 -8.088 -1.680 0.080
H 3.818 -6.722 -2.587 0.074
H 4.586 -6.469 -0.988 0.088
C -2.135 -6.043 -0.846 -0.368
O -1.446 -5.063 -0.605 -0.072
N -3.474 -6.095 -0.854 -0.192
C -4.229 -7.306 -1.034 -0.059
C -4.251 -4.928 -0.704 -0.091
H -1.586 -6.941 -1.023 0.132
H -4.819 -7.532 -0.155 0.091
H -3.536 -8.139 -1.206 0.094
H -4.894 -7.222 -1.907 0.087
H -3.637 -4.119 -1.147 0.066
H -5.138 -5.065 -1.345 0.099
H -4.409 -4.525 0.302 0.064
C -3.208 5.777 -0.424 -0.374
O -2.500 6.787 -0.492 -0.028
N -4.511 5.723 -0.142 -0.151
C -5.109 7.042 0.146 -0.039
C -5.397 4.507 -0.114 -0.031
H -2.758 4.844 -0.725 0.109
H -6.186 7.092 0.223 0.083
H -4.701 7.723 -0.604 0.082
H -4.619 7.389 1.072 0.093
H -4.659 3.694 0.127 0.073
H -6.024 4.512 0.782 0.086
H -5.970 4.362 -1.023 0.049
C 0.750 6.589 -0.677 -0.309
O 1.626 6.951 -1.507 -0.046
N 0.938 5.468 0.011 -0.159
C -0.077 5.106 1.030 -0.018
C 2.024 4.569 -0.331 -0.060
H -0.184 7.086 -0.534 0.108
H 0.207 5.360 2.027 0.070
H -0.142 4.027 0.994 0.061
H -1.055 5.493 0.726 0.064
H 2.982 4.919 0.091 0.089
H 1.783 3.525 0.009 0.031
H 2.008 4.426 -1.427 0.074
C -0.029 4.021 -3.155 -0.344
O -0.803 3.322 -2.522 -0.099
N 1.219 3.629 -3.543 -0.193
C 2.060 4.511 -4.369 -0.019
C 1.589 2.256 -3.357 -0.070
H -0.181 5.076 -3.326 0.137
H 1.757 5.493 -4.104 0.071
H 1.959 4.325 -5.423 0.081
H 3.106 4.313 -4.124 0.091
H 0.854 1.771 -2.722 0.043
H 1.473 1.727 -4.290 0.077
H 2.626 2.186 -2.947 0.096
C 0.253 -4.588 2.452 -0.375
O 1.328 -4.666 2.980 0.013
N -0.738 -3.711 2.792 -0.222
C -2.105 -3.757 2.302 -0.087
C -0.435 -2.935 3.974 -0.066
H 0.020 -5.394 1.721 0.126
H -2.849 -4.197 2.957 0.090
H -2.025 -4.301 1.347 0.051
H -2.381 -2.689 2.029 0.043
H -0.909 -1.932 4.093 0.068
H -0.631 -3.459 4.912 0.098
H 0.610 -2.771 3.980 0.060
```

Computed properties:
- E_HOMO (eV) = -8.74
- orbital gap (eV) = 8.454
- max |F| (eV/A) = 4.0